Computed, not measured: a single C2H6F2N2O3S2 molecule at a distorted geometry, with wB97M-V/def2-TZVPD.

XYZ file:
```
17
Properties=species:S:1:pos:R:3:forces:R:3
C -0.35615 1.22958 1.35909 -2.782 0.850 -1.776
C -1.15050 1.35353 -1.02217 1.494 1.769 -2.334
N 0.03475 -1.83964 0.88346 -0.747 1.463 0.038
N -0.95480 0.55068 0.12057 1.376 -1.945 2.870
O -1.08567 -1.41536 -1.40651 -3.457 -1.255 -2.365
O 2.86254 -2.13322 0.00771 0.148 -1.021 1.272
O 1.11423 -0.63843 -0.95328 -1.950 -1.418 0.208
F 0.95281 -3.03326 -0.80708 0.635 0.137 0.054
F 1.89618 -0.35600 1.04060 0.244 -0.895 1.416
S -0.47482 -0.92066 -0.28355 1.950 2.139 1.382
S 1.49625 -1.75693 0.12451 3.735 1.048 -1.897
H -0.60050 0.68690 2.23118 -0.471 -0.583 0.811
H 0.67996 1.39278 1.34425 1.316 0.142 -0.622
H -0.93602 2.17791 1.27656 0.644 -0.521 0.786
H -2.19349 1.62486 -1.09429 -0.246 0.051 -0.480
H -0.53005 2.32018 -0.89100 -0.904 -1.565 -0.451
H -0.75471 0.75707 -1.93007 -0.985 1.605 1.085
```
Positions in Å, forces in eV/Å.

**Lowest unoccupied orbital energy**: -0.5161 eV
**Total charge**: 0
**Energy relative to the best compared isomer or geometry (same formula, charge and spin)**: 317.1 kJ/mol
**HOMO-LUMO gap**: 0.390 Eh

---

Computed, not measured: a 2-piece molecular cluster, C16H21ClN2O overall at a distorted geometry, with wB97M-V/def2-TZVPD.

XYZ file:
```
41
Properties=species:S:1:pos:R:3:forces:R:3
C 1.00204 -0.43516 3.28545 0.389 0.651 -0.422
C 0.33354 -0.57521 1.80089 0.845 0.718 1.423
C 1.50477 -1.07112 0.80921 -0.003 -1.894 1.130
N 2.11264 0.01609 -0.02155 1.597 2.944 -1.903
C 2.53080 1.23222 0.66716 1.474 1.841 -3.010
C 3.21940 2.43313 -0.07484 -1.164 -3.148 -1.627
C 3.45664 2.36032 -1.60561 -1.805 -3.563 2.180
C 2.99933 1.02884 -2.31478 -0.218 1.402 4.204
C 2.33473 -0.12098 -1.46268 1.250 2.578 -0.628
C 1.93768 -1.46013 -2.28146 -0.032 0.377 0.422
N 1.83181 -1.25713 -3.76061 1.271 1.107 1.154
O -0.75134 -1.49795 1.94860 1.471 1.626 -1.564
C -1.56076 -1.58963 0.74164 -1.921 0.386 -0.213
C -2.60862 -0.39838 0.54361 -3.046 2.706 -0.156
C -2.28769 1.02167 -0.02397 -2.951 -0.974 0.883
C -3.37553 2.11019 -0.22655 -1.475 -2.547 0.962
C -4.89781 1.87702 0.10498 3.561 -3.724 0.883
C -5.22782 0.45354 0.70268 3.143 0.916 -0.969
C -4.12269 -0.65226 0.90901 0.554 3.128 -1.227
H 2.14705 -0.25137 3.22297 -1.804 -0.309 -0.010
H 0.58074 0.48917 3.82568 0.364 -1.711 -0.600
H 0.87797 -1.40853 3.87388 -0.134 1.497 -0.856
H 0.00347 0.47083 1.41915 0.225 -1.639 0.648
H 2.36202 -1.48997 1.46572 -1.347 0.671 -1.189
H 1.10889 -1.95846 0.21053 0.665 1.551 0.389
H 2.40954 1.37672 1.80280 -0.100 -0.852 -2.117
H 3.54455 3.34915 0.54513 -0.691 -1.782 -1.129
H 3.96555 3.22204 -2.16904 -0.953 -1.592 0.941
H 3.16522 0.95129 -3.44347 -0.415 -0.130 2.073
H 2.79636 -2.22050 -2.13099 -1.651 1.062 0.110
H 0.93069 -1.82927 -1.89013 1.500 0.264 -0.449
H 1.32471 -0.37559 -3.97355 0.156 -0.942 0.240
H 2.81190 -1.07685 -4.06871 -1.095 -0.363 -0.089
H -0.95357 -1.73071 -0.22709 -0.687 0.279 1.558
H -2.19725 -2.57773 0.84567 1.385 1.925 -0.239
H -1.18979 1.23372 -0.29268 -1.939 -0.139 0.291
H -3.10295 3.12248 -0.67127 -0.215 -1.591 0.696
H -5.70471 2.67369 -0.07637 1.521 -1.438 0.344
H -6.31276 0.21400 0.98425 1.878 0.318 -0.485
H -4.47436 -1.67050 1.32303 0.857 1.814 -0.847
Cl -2.52437 -3.98867 -0.31669 -0.460 -1.424 -0.804
```
Positions in Å, forces in eV/Å.

**Lowest unoccupied orbital energy**: -2.6154 eV
**Total charge**: 0
**Energy relative to the best compared isomer or geometry (same formula, charge and spin)**: 1173.3 kJ/mol
**HOMO-LUMO gap**: 0.132 Eh

---

Computed, not measured: a 2-piece molecular cluster, C3H8P2 overall at a distorted geometry, with wB97M-V/def2-TZVPD.

XYZ file:
```
13
Properties=species:S:1:pos:R:3:forces:R:3
C -1.49984 -0.59186 -0.04748 -1.991 0.481 1.674
C -0.46835 -0.08253 -0.89024 1.844 3.227 0.188
C 0.99142 0.85304 0.49503 0.124 -1.776 -4.051
P -2.83606 0.31402 0.54562 1.234 -0.093 -0.936
P 2.72363 0.18650 0.44998 -1.543 -1.439 -0.023
H -1.45226 -1.62588 0.36410 0.417 0.771 -0.700
H -0.58624 0.87077 -1.55841 -0.367 -1.764 1.603
H -0.06410 -0.85453 -1.49631 1.182 -0.539 -0.266
H 0.55818 0.67512 1.39309 -1.603 -0.636 2.607
H 0.84336 1.85430 0.17208 0.041 0.779 -0.288
H -3.31756 -0.72961 1.31599 -0.410 -0.498 0.482
H 2.86749 0.33098 -0.90811 0.384 0.378 -0.933
H 2.24034 -1.20031 0.16468 0.686 1.109 0.644
```
Positions in Å, forces in eV/Å.

**Lowest unoccupied orbital energy**: -0.4777 eV
**Total charge**: 0
**Energy relative to the best compared isomer or geometry (same formula, charge and spin)**: 281.7 kJ/mol
**HOMO-LUMO gap**: 0.276 Eh

---

Computed, not measured: a 2-piece molecular cluster, C5H10O overall at a distorted geometry, with wB97M-V/def2-TZVPD.

XYZ file:
```
16
Properties=species:S:1:pos:R:3:forces:R:3
C 0.87396 -0.18942 1.20834 0.097 -0.529 -1.710
C -0.38611 -0.85828 1.72181 -0.152 0.020 -0.015
C 1.11168 -0.44886 -0.42113 1.117 -3.275 3.289
O 0.75956 -1.52137 -0.89794 0.113 2.080 0.243
H 2.03413 0.06960 -0.72013 -0.392 0.463 -0.827
H 1.75956 -0.66886 1.62996 0.094 -0.099 -0.053
H 0.94272 0.86466 1.49484 -0.045 -0.010 -0.246
H -0.50394 -1.85284 1.28288 0.092 0.129 0.046
H -0.35744 -0.96285 2.80980 -0.029 0.033 -0.110
H -1.27481 -0.27524 1.46283 0.044 -0.039 0.025
C -0.29989 1.27790 -1.35164 -0.425 0.167 1.985
C -1.35145 0.66738 -1.89562 0.752 -0.100 0.209
H -1.68766 -0.28161 -1.48793 -0.222 0.190 0.048
H 0.13452 2.17526 -1.78262 -0.025 -0.049 0.124
H 0.07032 0.98318 -0.24876 -1.165 1.070 -3.019
H -1.82514 1.02135 -2.80469 0.146 -0.051 0.010
```
Positions in Å, forces in eV/Å.

**Lowest unoccupied orbital energy**: 0.8056 eV
**Total charge**: 0
**SMILES**: CCC=O.C=C
**Energy relative to the best compared isomer or geometry (same formula, charge and spin)**: 277.3 kJ/mol
**HOMO-LUMO gap**: 0.377 Eh

---

Computed, not measured: a single C2H7N3S molecule at a distorted geometry, with wB97M-V/def2-TZVPD.

XYZ file:
```
13
Properties=species:S:1:pos:R:3:forces:R:3
C 0.64600 -0.72686 -1.56841 0.576 0.501 0.073
C 0.39465 -0.33735 0.85986 0.446 0.042 1.365
H 0.38969 -0.15317 -2.51102 0.532 -0.694 1.139
H 1.77294 -0.77790 -1.40050 -1.476 0.101 -0.321
H 0.22080 -1.75039 -1.67824 0.380 0.493 0.156
H -2.02577 -1.25784 -0.42872 0.210 0.542 -0.136
H 0.81716 -1.32960 0.97189 0.238 0.008 0.230
H -0.25961 1.99791 0.80342 -0.107 -0.228 0.241
H -0.18231 2.27978 2.44818 0.246 -0.417 0.147
N 0.01102 0.00885 -0.42873 -1.098 -0.051 -1.890
N 0.30282 0.40600 1.90957 -0.367 -0.441 -0.949
N -0.37069 1.58852 1.73576 0.101 0.444 -0.524
S -1.71669 0.05206 -0.71305 0.321 -0.300 0.470
```
Positions in Å, forces in eV/Å.

**Lowest unoccupied orbital energy**: 0.7412 eV
**Total charge**: 0
**SMILES**: CN(S)/C=N\N
**Energy relative to the best compared isomer or geometry (same formula, charge and spin)**: 178.3 kJ/mol
**HOMO-LUMO gap**: 0.340 Eh

---

Computed, not measured: C46H50FIMnN4O5 as an isolated structure, with wB97M-V/def2-TZVPD.

XYZ file:
```
108
Properties=species:S:1:pos:R:3:forces:R:3
Mn -0.58498 -0.11107 -0.06067 -0.190 0.605 0.359
C 1.43373 -2.65302 -3.34322 0.006 -0.035 -0.012
C 0.02445 -2.64865 -2.74169 0.003 0.056 0.002
C -0.51808 -4.07622 -2.66788 0.012 -0.071 -0.071
C -0.87528 -1.69034 -3.49767 -0.053 0.002 -0.042
C -1.67193 -2.14458 -4.54227 -0.006 0.071 0.021
C -2.48350 -1.27014 -5.25154 0.021 -0.060 0.032
C -2.49724 0.07012 -4.91343 0.056 0.077 0.011
C -1.70613 0.56567 -3.87854 -0.057 0.044 -0.103
C -1.71913 2.04511 -3.55757 -0.044 -0.014 0.030
C -3.13067 2.60169 -3.37331 -0.011 -0.021 0.009
C -0.95725 2.83385 -4.62420 -0.048 0.051 -0.058
C -0.89431 -0.32384 -3.16824 -0.053 -0.015 0.169
N -0.13200 0.13699 -2.05550 0.331 -0.294 -0.199
C 1.05392 0.68114 -2.33489 0.165 0.076 0.114
O 1.59866 0.88240 -3.43172 -0.097 -0.038 0.012
C 1.81119 1.03939 -1.07213 -0.039 -0.054 -0.152
C 3.10253 1.53574 -1.03989 -0.015 -0.018 0.084
C 3.69737 1.71780 0.20369 0.063 0.039 -0.037
C 3.00697 1.40097 1.36740 -0.068 -0.055 -0.012
C 1.70880 0.93025 1.24596 -0.001 -0.024 0.092
N 1.15902 0.77713 0.05206 -0.279 -0.056 -0.037
C 0.79782 0.63548 2.42085 0.113 0.071 -0.060
O 1.32815 0.56414 3.54244 -0.113 -0.007 -0.089
N -0.49970 0.57985 2.07851 0.471 -0.281 0.025
C -1.35419 0.79098 3.19327 0.061 0.105 -0.045
C -1.30987 2.03149 3.86907 -0.006 0.061 0.007
C -2.10526 2.22662 4.98872 -0.070 -0.060 -0.013
C -2.96049 1.23816 5.45527 0.063 0.029 -0.051
C -3.02490 0.04135 4.76857 -0.042 -0.022 -0.069
C -2.23760 -0.19261 3.64289 -0.127 -0.126 0.043
C -2.37956 -1.50567 2.90501 0.023 0.027 -0.010
C -2.08592 -2.71657 3.79393 -0.001 -0.049 -0.001
C -3.76351 -1.61098 2.26345 -0.074 -0.011 0.127
C -0.42515 3.18230 3.41735 -0.081 0.002 -0.067
C -1.24893 4.43560 3.10705 0.032 0.038 0.074
C 0.66434 3.48716 4.44610 0.049 0.019 0.090
H 2.10201 -3.28765 -2.75100 0.002 0.022 -0.005
H 1.85101 -1.64757 -3.39441 -0.017 0.019 0.009
H 1.39948 -3.05251 -4.36250 0.010 0.008 0.007
H 0.11081 -2.26239 -1.72546 -0.010 -0.012 -0.056
H -0.44860 -4.57671 -3.63932 -0.008 0.014 -0.003
H -1.55955 -4.10297 -2.33995 0.046 0.030 -0.027
H 0.08311 -4.66254 -1.96467 -0.006 0.012 -0.006
H -1.67679 -3.19869 -4.79282 -0.007 0.003 -0.009
H -3.11576 -1.63925 -6.05162 0.005 -0.008 -0.005
H -3.13896 0.75694 -5.45560 0.009 -0.016 0.001
H -1.21738 2.19473 -2.60267 0.029 -0.001 -0.066
H -3.67188 2.67386 -4.32429 0.013 -0.017 -0.005
H -3.06623 3.59629 -2.92731 -0.013 -0.010 -0.026
H -3.71279 1.98779 -2.68423 0.031 0.004 -0.028
H -1.45919 2.74936 -5.59595 0.011 0.008 0.014
H 0.06361 2.46709 -4.72976 0.022 -0.023 0.026
H -0.92756 3.89254 -4.34913 0.013 -0.021 -0.012
H 3.59804 1.74756 -1.97678 0.018 0.018 0.013
H 4.70716 2.10852 0.26688 -0.006 -0.015 -0.004
H 3.42626 1.50951 2.35796 0.021 0.016 -0.018
H -2.06349 3.18239 5.50025 -0.004 -0.010 0.011
H -3.57971 1.40839 6.32894 0.006 0.005 0.000
H -3.71063 -0.73169 5.10126 0.009 -0.005 0.003
H -1.63443 -1.49055 2.11194 -0.072 0.043 0.065
H -2.84589 -2.83675 4.57156 -0.009 0.044 0.022
H -1.11377 -2.62434 4.28473 0.008 0.008 -0.026
H -2.08868 -3.63533 3.19427 -0.005 0.058 0.053
H -4.53557 -1.55364 3.03808 -0.012 -0.049 -0.017
H -3.88410 -2.55391 1.72188 -0.024 0.048 0.046
H -3.93321 -0.79291 1.56241 0.038 -0.011 -0.006
H 0.05545 2.89134 2.48419 0.020 0.007 0.007
H -1.75384 4.81000 4.00391 0.023 -0.007 -0.013
H -2.00520 4.23732 2.34913 -0.019 -0.032 -0.025
H -0.59413 5.22950 2.73550 -0.006 -0.015 0.001
H 0.21949 3.84755 5.37977 -0.003 0.001 0.000
H 1.32599 4.27461 4.07207 0.011 -0.004 -0.004
H 1.25718 2.59639 4.66157 -0.059 0.061 -0.030
C -3.06384 -6.86498 1.58767 -0.050 -0.039 0.016
C -1.54348 -6.82510 1.62790 0.097 0.158 -0.048
C -1.02632 -7.35748 2.95512 -0.073 -0.004 0.039
C 0.48998 -7.35107 2.98174 0.053 -0.006 0.017
C 1.00385 -5.96900 2.68976 -0.228 0.084 -0.152
C 2.20787 -5.53313 3.18283 0.164 -0.002 0.075
C 2.65950 -4.24540 2.91005 -0.220 -0.151 -0.038
F 3.84543 -3.88094 3.42723 0.280 0.104 0.123
C 1.93541 -3.37057 2.15894 0.007 0.015 0.000
C 0.70791 -3.79943 1.63915 -0.116 0.088 -0.080
C -0.06641 -2.84670 0.82142 -0.136 -0.839 0.216
O 0.44922 -1.75932 0.57098 0.343 0.896 -0.243
C -1.34825 -3.29680 0.38634 -0.095 -0.074 0.061
C -1.72081 -4.56582 0.68938 -0.162 0.075 -0.102
N -1.01747 -5.45862 1.41541 0.017 -0.103 0.035
C 0.22807 -5.08228 1.90999 0.108 -0.192 0.105
C -2.39999 -2.46284 -0.35706 0.260 -0.230 0.038
O -3.38063 -3.08351 -0.77182 -0.144 -0.051 -0.122
O -2.18322 -1.22762 -0.44641 -0.180 0.302 -0.026
H -3.39171 -7.84073 1.94929 -0.002 -0.007 -0.016
H -3.46905 -6.73123 0.58673 0.014 0.015 0.002
H -3.49067 -6.09673 2.23513 0.020 -0.007 0.009
H -1.14603 -7.45547 0.82308 -0.006 -0.052 0.012
H -1.41510 -8.36728 3.09545 0.010 -0.021 0.005
H -1.42357 -6.73451 3.76301 0.013 0.005 -0.010
H 0.86750 -8.05514 2.23219 0.002 -0.006 -0.002
H 0.86807 -7.68486 3.94940 -0.004 -0.012 0.008
H 2.81568 -6.18141 3.80346 -0.005 -0.004 -0.016
H 2.26621 -2.35685 1.97282 -0.006 -0.021 -0.025
H -2.68728 -4.86680 0.31080 0.019 0.003 0.009
I -3.88025 2.76306 0.42631 -0.302 0.043 0.122
C -1.75996 2.83263 -0.23149 0.196 -0.254 0.179
H -1.30728 2.68441 0.75941 0.085 0.189 0.058
H -1.70848 1.79480 -0.62974 -0.025 -0.142 -0.309
```
Positions in Å, forces in eV/Å.

**Lowest unoccupied orbital energy (alpha / beta)**: 3.3876 / 3.3875 eV
**2S+1**: 2
**Total charge**: -2
**Energy relative to the best compared isomer or geometry (same formula, charge and spin)**: 191.5 kJ/mol
**HOMO-LUMO gap (alpha / beta)**: 0.154 / 0.155 Eh

---

Q: Which of these has the lowest total charge?
A: C46H50FIMnN4O5

---

Q: The lowest total charge belongs to which entry?
A: C46H50FIMnN4O5

---

Q: Which of these has the highest energy relative to the best compared isomer or geometry (same formula, charge and spin)?
A: C16H21ClN2O